1.
This record from OMol25 describes a cluster of 10 separate species, C6H29NO9 in total at a distorted geometry. The level of theory is ωB97M-V with the def2-TZVPD basis set.

Gap between HOMO and LUMO = 9.2 eV
LUMO level = 0.103 eV
SMILES = C=C/C=C/CNC.O.O.O.O.O.O.O.O.O
E_HOMO = -9.1 eV
Energy above the lowest of the compared OMol25 structures with the same formula, charge and spin = 101.6 kcal/mol

```
! wB97M-V def2-TZVPD RIJCOSX def2/J DEFGRID3
* xyz 0 1
C 1.3098 2.8908 -2.1760
N 0.8990 1.6591 -1.4499
C -0.0691 0.9007 -2.2655
C -3.0297 -1.4555 1.0001
C -2.4840 -0.3610 0.4791
C -1.3316 -0.1318 -0.3966
C -1.3360 0.6725 -1.4555
H 2.0771 2.5148 -2.8512
H 1.5037 3.7568 -1.5437
H 0.5057 3.3337 -2.7590
H 0.5302 2.0574 -0.5824
H 0.2954 -0.0732 -2.6052
H -0.4268 1.4546 -3.1416
H -2.6040 -2.4360 1.0948
H -3.8722 -1.4007 1.6725
H -3.0394 0.5609 0.6759
H -0.4617 -0.7668 -0.2427
H -2.1852 1.2150 -1.8509
H 2.5965 -1.0680 -1.5031
H 2.0171 0.3123 -1.1655
O 2.8441 -0.2126 -1.1409
H -1.4481 0.0708 4.1602
H -1.4505 -0.7246 2.8568
O -1.2279 0.1395 3.2303
H 2.1540 0.4173 0.4716
H 3.0000 0.0951 1.6209
O 2.1105 0.4309 1.4554
H 0.6897 -2.4481 2.8705
H 0.1130 -1.1300 2.2528
O 0.1258 -2.0955 2.2066
H -0.0287 -3.1851 -2.5730
H 1.2052 -2.6960 -1.6898
O 0.7918 -2.6798 -2.5751
H 0.9965 -2.9530 0.4220
H 2.6281 -2.9959 0.3472
O 1.7945 -3.1165 -0.0916
H -0.3485 4.1699 0.8199
H -0.6977 2.8749 1.3820
O -0.3471 3.2417 0.5510
H 1.3791 2.4008 2.9951
H 0.0551 1.7132 2.9143
O 0.4435 2.5655 3.1620
H -2.2975 -2.0163 -1.9040
H -1.5234 -2.6332 -0.9007
O -1.8559 -2.8684 -1.7767
*
```

How is the electron density shared among the atoms? According to natural (NBO), the charges in e are: -0.42 -0.69 -0.28 -0.42 -0.21 -0.29 -0.11 0.21 0.21 0.17 0.42 0.23 0.19 0.20 0.20 0.21 0.20 0.20 0.48 0.48 -0.99 0.49 0.49 -0.97 0.50 0.47 -0.99 0.48 0.50 -0.98 0.49 0.48 -1.01 0.51 0.49 -0.98 0.48 0.49 -0.96 0.48 0.49 -0.97 0.48 0.46 -0.93

=====

2.
This record from OMol25 describes the molecule C8H13N5 at a distorted geometry. The level of theory is ωB97M-V with the def2-TZVPD basis set.

Gap between HOMO and LUMO = 8.7 eV
LUMO level = 0.764 eV
SMILES = Nc1nccc(N[C@@H]2CCNC2)n1
E_HOMO = -8.0 eV
Energy above the lowest of the compared OMol25 structures with the same formula, charge and spin = 122.9 kcal/mol

```
! wB97M-V def2-TZVPD RIJCOSX def2/J DEFGRID3
* xyz 0 1
C -1.1263 1.4340 -1.4013
C -1.0730 3.4816 -0.2794
C -0.5087 2.7321 0.8012
C -0.2403 1.4237 0.6865
C 0.9840 -0.6613 0.9816
C 1.8533 -1.4374 0.0704
C 0.9223 -2.6905 -0.3222
C -0.3962 -1.4283 1.0986
H -1.4112 1.5791 -3.2852
H -1.2569 -0.2107 -2.6430
H -1.2899 4.4696 -0.0048
H -0.4117 3.5186 1.7392
H 1.3605 1.2297 1.9928
H 1.4665 -0.9130 1.9424
H 2.7021 -1.8642 0.3203
H 1.7750 -0.8234 -0.8777
H 1.3365 -3.4498 -0.8830
H 0.0885 -2.6875 -1.0160
H -0.7438 -3.4680 1.0070
H -1.0271 -1.1823 0.1319
H -0.8996 -1.2759 2.0488
N -1.3574 0.9077 -2.5366
N -1.4277 2.8691 -1.4753
N 0.8349 0.7502 1.3293
N 0.2030 -3.0178 1.0010
N -0.3571 0.7145 -0.4264
*
```

How is the electron density shared among the atoms? According to natural (NBO), the charges in e are: 0.57 0.11 -0.42 0.40 -0.07 -0.42 -0.23 -0.24 0.43 0.42 0.19 0.22 0.39 0.21 0.21 0.23 0.20 0.17 0.36 0.21 0.20 -0.77 -0.55 -0.59 -0.65 -0.56

=====

3.
This record from OMol25 describes a cluster of 2 separate species, C6H6Cl2F3 in total at a distorted geometry. The level of theory is ωB97M-V with the def2-TZVPD basis set.

Gap between HOMO and LUMO = 5.5 eV
LUMO level = 2.834 eV
E_HOMO = -2.7 eV

```
! wB97M-V def2-TZVPD RIJCOSX def2/J DEFGRID3
* xyz -1 1
C 3.8170 -2.0227 -0.8552
C 2.6568 -2.2959 -1.0943
C 1.2115 -2.4049 -1.3283
C 0.5406 -1.1674 -0.7879
F 1.2556 -0.0479 -0.8658
F -0.6272 -0.9408 -1.4375
F 0.1692 -1.2737 0.5316
H 4.7693 -1.6205 -0.6104
H 0.8389 -3.2371 -0.7220
Cl -1.1819 2.0478 2.8958
C -1.6103 1.2905 1.3352
C -1.9457 2.3121 0.2813
Cl -3.4751 3.1731 0.6273
H -2.4387 0.6090 1.5090
H -0.7494 0.7081 1.0160
H -2.0719 1.8146 -0.6785
H -1.1590 3.0558 0.1839
*
```

How is the electron density shared among the atoms? According to natural (NBO), the charges in e are: -0.48 0.04 -0.78 0.95 -0.35 -0.37 -0.39 0.21 0.19 -0.09 -0.39 -0.38 -0.09 0.22 0.27 0.24 0.22

=====

4.
This record from OMol25 describes a cluster of 4 separate species, C8H16Cl6N2O2 in total at a distorted geometry. The level of theory is ωB97M-V with the def2-TZVPD basis set.

Gap between HOMO and LUMO = 9.7 eV
LUMO level = 0.395 eV
SMILES = ClC(Cl)Cl.ClC(Cl)Cl.CNC(C)=O.CNC(C)=O
E_HOMO = -9.3 eV
Energy above the lowest of the compared OMol25 structures with the same formula, charge and spin = 0.0 kcal/mol

```
! wB97M-V def2-TZVPD RIJCOSX def2/J DEFGRID3
* xyz 0 1
C -5.5250 -9.4671 8.5351
Cl -6.7124 -8.3401 7.7516
Cl -3.9632 -8.7420 8.6752
Cl -5.4510 -10.9133 7.4830
H -5.8735 -9.8127 9.5624
C -4.9148 -11.8066 12.5648
Cl -5.4079 -12.5675 11.0544
Cl -4.5575 -10.0627 12.3494
Cl -3.4845 -12.7034 13.1622
H -5.8227 -12.0204 13.2861
C -9.4303 -11.8096 14.6470
C -8.0798 -11.7728 15.3239
O -7.0599 -11.2893 14.8487
N -7.9521 -12.2319 16.5792
C -8.9539 -12.9229 17.3574
H -9.8512 -12.8378 14.5798
H -9.2306 -11.4342 13.6868
H -10.0906 -11.2076 15.2930
H -7.0406 -12.2581 16.9051
H -8.4709 -12.9393 18.3494
H -9.2360 -13.9698 17.0865
H -9.8659 -12.3395 17.4228
C 0.9475 -13.5885 11.6163
C 0.6346 -13.2234 10.1259
O 1.2490 -13.7042 9.1311
N -0.3550 -12.3659 9.9586
C -0.6692 -11.8147 8.6665
H 1.9226 -13.3323 11.9190
H 0.8717 -14.6960 11.6095
H 0.2063 -13.1413 12.2668
H -0.7586 -11.9946 10.7816
H -0.7071 -10.7704 8.5780
H -1.6222 -12.1601 8.2612
H 0.0716 -12.2530 8.0216
*
```

How is the electron density shared among the atoms? According to natural (NBO), the charges in e are: -0.29 -0.01 0.05 0.00 0.25 -0.31 0.00 0.01 -0.01 0.30 -0.72 0.69 -0.67 -0.60 -0.42 0.23 0.25 0.24 0.40 0.21 0.19 0.20 -0.69 0.67 -0.66 -0.59 -0.43 0.23 0.24 0.20 0.39 0.20 0.20 0.25